{"formula": "C30H63AlBrN4O9", "method": "ωB97M-V/def2-TZVPD", "species": ["Br", "Al", "O", "O", "O", "O", "O", "O", "O", "O", "O", "N", "N", "N", "N", "C", "C", "C", "C", "C", "C", "C", "C", "C", "C", "C", "C", "C", "C", "C", "C", "C", "C", "C", "C", "C", "C", "C", "C", "C", "C", "C", "C", "C", "C", "H", "H", "H", "H", "H", "H", "H", "H", "H", "H", "H", "H", "H", "H", "H", "H", "H", "H", "H", "H", "H", "H", "H", "H", "H", "H", "H", "H", "H", "H", "H", "H", "H", "H", "H", "H", "H", "H", "H", "H", "H", "H", "H", "H", "H", "H", "H", "H", "H", "H", "H", "H", "H", "H", "H", "H", "H", "H", "H", "H", "H", "H", "H"], "xyz": [[-1.4293, 2.1174, 0.5979], [-0.9154, 2.6411, -1.7339], [4.1027, -3.2217, -6.2836], [-3.4232, 0.3710, -3.4957], [5.6641, -0.8556, 3.0032], [-2.8570, -0.4635, -1.4908], [-0.9016, -2.4076, 5.6770], [-7.4076, 3.4179, -0.9205], [1.2336, -1.5711, -3.1814], [5.2838, 1.6734, 6.7466], [0.8876, -3.9002, 1.7900], [-0.3885, -1.2936, 2.9526], [3.7401, 1.2903, 4.2183], [-5.8181, 4.1449, -3.7106], [4.3135, -1.8452, -3.6426], [-7.7656, 2.6520, -3.2746], [4.2667, -1.0056, 3.2194], [3.8651, 1.7771, 6.6273], [3.5799, -1.6227, -2.3948], [1.1928, -2.1219, -4.4859], [-10.5823, 2.5668, -2.7818], [-2.0585, 4.2311, -2.3831], [-1.2049, 0.9752, -2.8905], [-10.0814, 2.1700, -4.0777], [5.1360, -3.4413, -5.3253], [0.2541, -1.8534, 6.2771], [4.6046, -3.2500, -3.9107], [-2.5525, 0.2640, -2.6507], [6.4155, -0.5482, 4.1643], [3.3478, 0.8363, 5.5475], [-0.2281, -3.1963, 1.2525], [-4.6100, 4.6037, -2.9906], [-1.7153, -1.4336, 5.0203], [-6.1914, 2.7515, -3.4183], [2.1598, -2.1903, -2.3026], [-3.4093, 3.5884, -2.9635], [-0.2221, -1.6954, 1.5553], [3.4815, 0.3089, 3.1629], [0.7265, -4.3363, 3.1280], [-1.6903, -1.6420, 3.5122], [-8.2923, 3.0288, -1.9459], [5.9678, 2.8398, 6.3233], [-8.6330, 2.2065, -4.3441], [4.3035, -2.0591, -7.0683], [-9.7198, 2.9889, -1.6763], [3.7195, 0.8006, 2.2158], [1.8768, -1.5863, -5.1497], [7.4196, -0.9558, 4.0315], [-8.1956, 1.8998, -5.3205], [3.7068, -3.8708, -3.8095], [5.3519, -3.6067, -3.1950], [1.7953, -1.9768, -1.2927], [5.8848, 2.9743, 5.2410], [-3.6857, 2.7925, -2.2115], [1.4164, -3.1923, -4.4936], [5.4539, -4.4825, -5.4393], [-1.1700, -3.6809, 1.5323], [4.0704, -1.5771, 4.1341], [5.5866, 3.7270, 6.8381], [2.2557, 0.7898, 5.6045], [4.1893, -1.1530, -6.4665], [0.6067, 3.1449, -1.8768], [3.9067, -1.6285, 2.3947], [3.4459, 1.4660, 7.5893], [-1.9394, -2.6929, 3.3211], [-0.0089, -1.0300, 6.9489], [0.3380, -1.7391, 3.4999], [-0.3139, -4.5722, 3.3666], [-4.8878, 4.9819, -1.9653], [-4.2359, 5.5163, -3.5464], [1.1144, -3.5884, 3.8248], [-5.7843, 4.3449, -4.7053], [4.7298, 1.5036, 4.2193], [3.5428, 2.8063, 6.4427], [4.1752, -2.0072, -1.5599], [-1.5408, 4.8401, -3.1674], [-2.7386, -1.5884, 5.3756], [-10.7868, 1.8450, -4.8720], [-2.8750, 0.1869, -0.7577], [-11.6796, 2.5394, -2.5946], [0.9606, -1.5031, 5.5181], [-10.0820, 3.2754, -0.6672], [3.5463, -2.0475, -7.8527], [5.2911, -2.0698, -7.5403], [-0.9893, -1.2031, 0.9501], [-0.3912, 0.2231, -2.6543], [2.4090, 0.0866, 3.1394], [3.5145, -0.5395, -2.2604], [5.9833, -0.9862, 5.0680], [3.7472, -0.1629, 5.7612], [-2.3502, 4.8651, -1.4922], [1.3229, -5.2415, 3.2599], [-5.8616, 2.0904, -4.2622], [-0.1480, -3.3034, 0.1665], [0.7393, -2.6351, 6.8632], [6.0082, -2.8064, -5.5096], [-1.4242, -0.4120, 5.2829], [-5.7888, 2.3703, -2.4487], [0.1844, -1.9781, -4.8778], [-3.1578, 3.1481, -3.9599], [-1.1770, 1.3228, -3.9585], [-2.4601, -1.0166, 3.0504], [3.7642, -1.4695, -4.4056], [6.5178, 0.5338, 4.2797], [-7.2273, 2.5901, -0.4340], [2.1316, -3.2811, -2.4067], [0.7409, -1.2920, 1.2276], [7.0225, 2.7215, 6.5747]], "atomic_forces_ev_per_a": [[-0.1, -0.1, -0.4], [0.1, 0.9, -0.6], [0.3, 0.3, -0.1], [0.2, -0.6, 0.7], [-0.1, -0.1, 0.4], [0.5, 1.0, -0.2], [0.2, 0.3, 0.1], [-0.7, -1.0, -0.6], [0.2, -0.4, 0.0], [0.0, 0.4, -0.1], [-0.3, -0.1, 0.2], [-0.1, -0.1, 0.0], [-0.1, -0.2, 0.1], [0.2, -0.1, 1.1], [0.1, -0.2, 0.1], [-0.2, 0.0, 0.6], [-0.3, 0.0, -0.4], [-0.2, -0.5, 0.1], [-0.1, 0.2, -0.2], [-0.3, 0.3, 0.0], [1.0, 0.0, 0.1], [-1.1, -0.8, 0.2], [-0.5, -1.6, 1.1], [1.6, 0.6, 1.2], [-0.2, -0.4, 0.3], [-0.1, -0.2, -0.1], [-0.1, 0.3, -0.3], [-0.1, 1.3, -1.8], [0.2, 0.0, -0.3], [0.3, 0.3, -0.1], [0.1, 0.3, -0.4], [0.9, 0.7, -1.1], [-0.4, -0.3, -0.3], [-1.6, -0.4, -0.8], [0.0, 0.3, 0.4], [0.5, 0.8, 1.5], [0.2, 0.0, 0.1], [0.2, 0.2, 0.0], [0.3, 0.0, -0.2], [0.4, 0.1, 0.2], [-1.8, -0.6, -1.6], [0.1, -0.2, 0.1], [-1.1, 0.7, 2.4], [-0.2, -0.2, 0.0], [1.5, -0.6, -2.4], [-0.1, -0.1, 0.0], [0.1, -0.2, -0.1], [0.0, 0.0, 0.0], [-0.5, 0.3, 0.9], [0.1, -0.2, 0.0], [0.0, 0.0, 0.0], [0.0, 0.0, 0.0], [0.0, 0.2, 0.0], [0.2, 0.4, -1.1], [0.1, 0.0, 0.0], [0.0, 0.0, 0.0], [0.0, 0.0, 0.2], [0.1, 0.1, 0.1], [0.0, 0.0, -0.1], [0.0, 0.0, -0.1], [0.1, 0.1, -0.1], [0.2, -0.3, 0.2], [0.0, 0.0, 0.0], [0.0, 0.0, 0.0], [-0.2, 0.0, 0.1], [0.1, 0.1, 0.0], [-0.1, 0.0, 0.0], [0.0, 0.1, 0.0], [0.3, -0.7, -0.8], [-0.4, -0.8, 0.6], [-0.2, 0.0, 0.2], [0.2, -0.3, 0.3], [-0.1, 0.0, 0.0], [0.1, 0.0, -0.1], [0.0, -0.1, 0.0], [-0.4, -0.3, 0.7], [0.0, 0.0, 0.0], [0.6, 0.3, 0.7], [0.5, -0.4, -0.1], [1.0, 0.0, -0.2], [0.1, 0.2, 0.1], [0.1, -0.3, -1.0], [0.0, -0.1, 0.1], [0.0, 0.1, 0.0], [0.0, 0.0, 0.0], [-0.6, 1.0, -0.3], [0.0, 0.0, 0.1], [-0.1, -0.1, 0.1], [-0.1, 0.1, 0.0], [-0.1, -0.1, 0.2], [0.5, -0.3, -0.9], [0.0, 0.0, -0.1], [-0.2, 0.2, 0.9], [0.0, 0.0, 0.0], [-0.1, 0.0, -0.1], [-0.1, 0.1, 0.0], [0.2, -0.1, 0.0], [0.1, 0.6, -1.1], [0.0, 0.0, 0.1], [-0.7, 0.2, 0.8], [0.0, -0.5, 1.0], [0.1, 0.0, 0.0], [0.0, 0.0, 0.0], [0.0, 0.0, 0.2], [0.1, 0.7, -0.1], [0.0, 0.0, -0.2], [-0.1, 0.0, -0.1], [-0.1, -0.1, 0.0]], "lowdin_charge": [0.108, -0.020, -0.198, 0.022, -0.178, -0.004, -0.198, -0.010, -0.188, -0.199, -0.186, -0.043, -0.045, -0.080, -0.052, -0.109, -0.220, -0.211, -0.190, -0.093, -0.110, -0.294, -0.175, -0.101, -0.217, -0.121, -0.216, -0.573, -0.105, -0.217, -0.213, -0.242, -0.207, -0.178, -0.214, -0.292, -0.195, -0.185, -0.107, -0.206, -0.243, -0.119, -0.034, -0.118, -0.016, 0.123, 0.071, 0.085, 0.102, 0.103, 0.121, 0.113, 0.079, 0.076, 0.088, 0.117, 0.110, 0.106, 0.086, 0.118, 0.079, -0.096, 0.119, 0.118, 0.103, 0.087, 0.059, 0.088, 0.116, 0.113, 0.067, 0.098, 0.067, 0.122, 0.116, 0.037, 0.118, 0.086, 0.026, 0.086, 0.063, 0.104, 0.088, 0.085, 0.100, 0.054, 0.110, 0.122, 0.087, 0.102, 0.043, 0.084, 0.121, 0.117, 0.088, 0.119, 0.122, 0.114, 0.091, 0.108, 0.075, 0.126, 0.067, 0.070, 0.117, 0.110, 0.111, 0.086], "total_charge": -1, "e_lumo_ev": 2.171, "gap_ev": 7.2, "total_energy_ha": -4893.4467}

---

{"formula": "C28H44O", "method": "ωB97M-V/def2-TZVPD", "species": ["O", "C", "C", "C", "C", "C", "C", "C", "C", "C", "C", "C", "C", "C", "C", "C", "C", "C", "C", "C", "C", "C", "C", "C", "C", "C", "C", "C", "C", "H", "H", "H", "H", "H", "H", "H", "H", "H", "H", "H", "H", "H", "H", "H", "H", "H", "H", "H", "H", "H", "H", "H", "H", "H", "H", "H", "H", "H", "H", "H", "H", "H", "H", "H", "H", "H", "H", "H", "H", "H", "H", "H", "H"], "xyz": [[6.1341, 2.7749, 0.9842], [0.0802, 0.2490, 1.8047], [4.4897, -0.5303, 0.1022], [7.1591, -1.6962, -0.6036], [5.5555, 0.1458, -0.3634], [-7.1065, 1.2819, -0.1159], [-5.3572, 3.0828, 0.3158], [6.5233, 2.4574, -0.3325], [-1.6800, -0.3821, 0.1912], [2.0957, -2.1419, 1.1590], [7.9671, 0.4774, 0.2803], [3.1176, -0.1014, 0.0815], [-7.6033, -0.0707, 0.3902], [-0.1139, -1.1734, -1.6916], [-4.6480, 0.7328, -0.0249], [5.5159, 1.5086, -0.9986], [2.0550, -0.7727, 0.5525], [-3.0042, -1.1632, 0.1055], [6.9022, -0.4401, -0.2584], [0.6864, -0.1668, 0.4538], [-7.0810, 1.2823, -1.6427], [-0.3648, -1.1065, -0.1842], [-5.7340, 1.6133, 0.5148], [7.9285, 1.8468, -0.3973], [-4.1058, -0.2766, 0.6360], [1.1303, -3.0686, 0.4178], [-3.3364, -1.6397, -1.3103], [-0.2843, -2.5009, 0.4461], [-1.4399, 0.1298, 1.6251], [-4.4489, -0.4932, 1.6396], [4.6904, -1.4938, 0.5509], [-2.7129, -2.4820, -1.5952], [0.3831, 1.2630, 2.0638], [-8.0884, 1.1403, -2.0291], [-1.9419, 1.0839, 1.7805], [3.1003, -2.5609, 1.1305], [0.4271, -0.4068, 2.6021], [7.8050, 0.6072, 1.3563], [1.7922, -2.0848, 2.2086], [0.9452, -1.3321, -1.8854], [8.6357, 2.5195, 0.0914], [-4.3107, 0.9757, -1.0224], [-6.4583, 0.4723, -2.0144], [-6.1362, 3.7342, 0.7061], [-0.6152, -2.4483, 1.4844], [4.5221, 1.9492, -0.9319], [-0.9547, -3.1805, -0.0838], [-1.8544, -0.5746, 2.3473], [6.5242, 3.4188, -0.8599], [5.7766, 1.4142, -2.0568], [-4.3753, -1.9616, -1.3545], [1.4667, -3.1923, -0.6129], [8.2169, 1.7481, -1.4455], [8.1469, -2.1170, -0.5180], [1.1370, -4.0544, 0.8894], [-7.7076, -0.0637, 1.4730], [-5.2117, 3.3111, -0.7372], [-5.8271, 1.4312, 1.5919], [-4.4297, 3.3029, 0.8406], [-6.7020, 2.2235, -2.0318], [-3.1926, -0.8440, -2.0355], [-8.5713, -0.3082, -0.0455], [5.9612, 1.9477, 1.4500], [-6.8996, -0.8547, 0.1188], [8.9519, 0.0249, 0.1512], [-1.7723, 0.4854, -0.4711], [0.7440, 0.7280, -0.1755], [6.3935, -2.3434, -0.9960], [-0.6692, -1.9807, -2.1594], [-2.9375, -2.0414, 0.7549], [-7.8112, 2.0538, 0.2161], [2.9289, 0.8710, -0.3548], [-0.4016, -0.2386, -2.1681]], "atomic_forces_ev_per_a": [[0.0, -0.1, 0.4], [0.0, 0.0, 0.0], [0.6, -0.1, 0.1], [0.0, 0.0, -0.1], [-0.4, -0.1, 0.1], [0.0, -0.2, 0.1], [-0.1, -0.2, 0.2], [0.2, 0.0, -0.6], [0.0, -0.3, 0.3], [0.1, -0.1, -0.1], [0.1, 0.1, -0.1], [-0.5, 0.1, 0.0], [0.0, 0.3, -0.1], [0.0, -0.1, 0.2], [-0.2, 0.0, 0.3], [-0.1, 0.2, 0.1], [0.2, 0.3, -0.1], [0.1, 0.2, -0.3], [0.2, -0.2, 0.1], [-0.1, 0.0, 0.1], [-0.1, 0.1, 0.3], [-0.1, 0.2, -0.2], [-0.1, 0.2, -0.1], [-0.2, 0.1, 0.2], [0.1, -0.2, 0.0], [-0.1, 0.0, 0.2], [0.0, -0.1, 0.2], [0.1, 0.0, -0.2], [0.0, 0.1, 0.0], [-0.1, 0.1, 0.2], [0.1, -0.1, 0.0], [0.1, -0.1, -0.1], [0.1, 0.0, 0.1], [-0.1, 0.0, -0.1], [-0.1, 0.0, 0.1], [0.0, 0.0, 0.1], [0.0, 0.0, 0.1], [0.0, 0.0, 0.0], [0.0, 0.0, 0.0], [0.1, 0.0, -0.1], [0.0, 0.0, -0.1], [0.1, 0.0, -0.3], [0.1, -0.1, -0.1], [-0.1, 0.1, 0.0], [-0.1, -0.1, 0.1], [0.0, 0.0, -0.1], [-0.1, 0.0, 0.0], [-0.1, 0.0, 0.1], [0.0, -0.2, 0.0], [0.0, 0.0, 0.0], [-0.1, 0.0, -0.1], [0.0, -0.1, 0.0], [0.0, 0.0, -0.1], [0.2, 0.0, 0.1], [0.0, 0.0, -0.1], [0.0, -0.1, 0.1], [0.0, 0.1, -0.1], [0.0, 0.0, 0.0], [0.1, 0.1, 0.0], [0.1, 0.1, -0.1], [0.0, 0.1, -0.1], [-0.1, -0.1, 0.0], [-0.1, 0.0, 0.1], [0.0, -0.1, 0.0], [0.0, 0.0, 0.1], [0.0, 0.0, -0.1], [0.0, 0.0, 0.0], [-0.2, -0.1, -0.1], [-0.1, -0.1, -0.1], [0.0, 0.0, 0.0], [0.0, 0.0, 0.0], [-0.1, 0.1, 0.0], [0.0, 0.1, -0.1]], "nbo_charge": [-0.714, -0.395, -0.196, -0.392, -0.030, -0.198, -0.597, 0.108, -0.179, -0.453, -0.439, -0.247, -0.606, -0.620, -0.188, -0.464, 0.088, -0.252, -0.002, -0.251, -0.614, -0.007, -0.253, -0.417, -0.164, -0.387, -0.603, -0.411, -0.418, 0.197, 0.203, 0.204, 0.214, 0.211, 0.220, 0.215, 0.199, 0.207, 0.209, 0.215, 0.218, 0.191, 0.205, 0.208, 0.200, 0.221, 0.210, 0.198, 0.183, 0.219, 0.213, 0.200, 0.204, 0.194, 0.209, 0.204, 0.200, 0.200, 0.211, 0.205, 0.202, 0.206, 0.465, 0.209, 0.218, 0.200, 0.208, 0.198, 0.208, 0.203, 0.195, 0.197, 0.209], "e_lumo_ev": 0.739, "smiles": "C=C1CC[C@H](O)C/C1=C\\C=C1/CCC[C@@]2(C)[C@@H]([C@H](C)/C=C/[C@@H](C)C(C)C)CC[C@@H]12", "relative_energy_ev": 0.8805, "gap_ev": 8.6, "total_energy_ha": -1168.5277}